(1)
Density functional theory data (wB97M-V/def2-TZVPD) for C22H32N4O6RuS2 as an isolated structure.

Geometry (Å):
Ru: -0.35 1.22 -1.03
O: -2.16 1.73 -0.51
S: -2.92 3.04 -0.06
C: -1.84 4.35 -0.66
C: -0.46 4.33 -0.04
C: 1.77 3.37 -0.24
C: 2.57 2.93 -1.47
S: 2.84 1.15 -1.55
O: 1.44 0.55 -1.14
C: 4.01 0.76 -0.30
C: 3.76 -0.22 0.66
C: 4.80 -0.58 1.50
C: 6.05 0.02 1.37
C: 6.29 0.97 0.39
C: 5.27 1.34 -0.48
C: -2.74 3.16 1.69
C: -2.46 2.03 2.45
C: -2.46 2.14 3.84
C: -2.76 3.36 4.44
C: -3.08 4.47 3.66
C: -3.09 4.38 2.28
H: -2.33 5.29 -0.41
H: -1.84 4.27 -1.75
H: -0.50 4.21 1.04
H: 0.05 5.25 -0.30
H: 2.02 3.08 1.67
H: 1.95 4.43 -0.06
H: 3.56 3.40 -1.48
H: 2.06 3.20 -2.40
H: 2.79 -0.70 0.74
H: 4.63 -1.33 2.27
H: 6.86 -0.28 2.03
H: 7.26 1.42 0.28
H: 5.48 2.05 -1.28
H: -2.31 1.07 1.98
H: -2.25 1.28 4.45
H: -2.78 3.44 5.51
H: -3.35 5.41 4.13
H: -3.38 5.24 1.69
N: -0.65 -0.52 0.04
C: -1.70 -1.35 -0.65
C: -1.87 -2.79 -0.17
C: -0.69 -3.77 -0.25
C: -0.43 -4.45 -1.61
N: -1.59 -5.16 -2.16
C: -1.75 -6.49 -2.19
N: -1.06 -7.29 -1.39
N: -2.63 -7.02 -3.04
C: -1.43 -1.17 -2.13
O: -1.60 -1.95 -3.00
O: -0.96 0.11 -2.37
H: 0.24 -1.01 0.09
H: -0.95 -0.32 0.99
H: -2.63 -0.80 -0.46
H: -2.71 -3.18 -0.76
H: -2.25 -2.75 0.85
H: -0.90 -4.54 0.49
H: 0.25 -3.31 0.07
H: 0.39 -5.16 -1.49
H: -0.11 -3.74 -2.36
H: -2.17 -4.63 -2.80
H: -0.50 -6.93 -0.63
H: -1.12 -8.29 -1.47
H: -3.06 -6.48 -3.77
H: -2.86 -8.00 -3.01
O: 2.04 2.58 0.84
O: 0.34 3.23 -0.60

Output
Orbital gap (spin up / spin down) = 4.63 / 4.72 eV
Total charge = +4
Maximum force = 1.12 eV/Å
Lowest unoccupied orbital energy (spin up / spin down) = -0.54087 / -0.53788 hartree
HOMO (spin up / spin down) = -19.34 / -19.36 eV
Energy relative to the best compared isomer or geometry (same formula, charge and spin) = 18.9 kcal per mole
Spin multiplicity = 1

(2)
Density functional theory data (wB97M-V/def2-TZVPD) for one molecule with the formula C3H6F2N2.

Geometry (Å):
C: 0.29 -0.94 -0.41
C: 0.35 0.57 -0.89
C: -0.78 -0.02 -0.01
H: 2.18 -1.50 -0.19
H: 1.29 -2.04 1.13
H: 0.08 -1.52 -1.33
H: 0.22 0.70 -2.00
H: 1.75 0.95 0.66
H: 1.03 2.40 0.04
N: 1.42 -1.23 0.40
N: 1.29 1.36 -0.18
F: -0.66 0.55 1.19
F: -2.08 -0.28 -0.30

Output
Orbital gap = 9.50 eV
Total charge = 0
Maximum force = 3.88 eV/Å
Structure (SMILES) = N[C@@H]1[C@H](N)C1(F)F
Lowest unoccupied orbital energy = 0.03190 hartree
HOMO = -8.63 eV
Energy relative to the best compared isomer or geometry (same formula, charge and spin) = 42.8 kcal per mole
Spin multiplicity = 1

| no. | energy (a.u.) |
| --- | --- |
| 1 | -2417.7532 |
| 2 | -427.0814 |